# 1
{"formula": "C2H2N2O2S2", "method": "ωB97M-V with the def2-TZVPD basis set", "orbital_gap_ha": 0.270, "charge": 0, "multiplicity": 1, "homo_ev": -8.24, "e_lumo_ev": -0.90, "symbols": ["C", "C", "N", "N", "O", "O", "S", "S", "H", "H"], "positions_angstrom": [[0.085567, -0.658236, -0.260532], [0.197652, 0.658707, -0.171999], [1.234560, -1.429697, -0.213717], [-1.976149, 0.851215, 0.456191], [-0.850580, 1.515706, -0.079288], [1.477926, 1.136791, -0.183495], [-2.196750, -0.717779, -0.168524], [2.428026, -0.243076, 0.230819], [1.444270, -1.930088, -1.080050], [-1.844521, 0.816453, 1.470598]], "atomic_forces_ev_per_a": [[-3.81, 0.44, 0.37], [0.03, -1.25, 0.08], [0.77, -0.31, -0.02], [-0.65, -0.30, 0.25], [0.57, 0.51, -0.06], [-0.06, 0.35, -0.23], [3.50, 0.26, -0.10], [-0.61, -0.19, 0.03], [-0.04, 0.44, 0.03], [0.29, 0.04, -0.35]]}



# 2
{"formula": "C43H45ClN6O8PPtS2Te", "method": "ωB97M-V with the def2-TZVPD basis set", "orbital_gap_ha": [0.120, 0.159], "charge": -1, "multiplicity": 1, "homo_ev": [-3.13, -3.66], "e_lumo_ev": [0.13, 0.67], "symbols": ["Pt", "S", "P", "S", "C", "C", "C", "C", "C", "C", "C", "C", "C", "C", "C", "C", "H", "H", "H", "H", "H", "H", "H", "H", "H", "H", "C", "C", "C", "C", "C", "O", "C", "C", "C", "C", "C", "C", "Cl", "C", "C", "C", "N", "C", "N", "C", "N", "H", "H", "H", "H", "H", "H", "H", "H", "H", "H", "H", "H", "H", "H", "H", "H", "H", "H", "H", "H", "H", "H", "O", "N", "O", "C", "C", "C", "C", "O", "C", "C", "N", "O", "O", "N", "O", "O", "H", "H", "C", "C", "C", "C", "C", "C", "Te", "C", "C", "C", "H", "H", "H", "H", "H", "H", "H", "H", "H", "H", "H"], "positions_angstrom": [[-1.913426, -0.904742, -1.468890], [-1.028326, -3.520742, 1.891710], [-1.126126, -1.695942, 2.581510], [-0.724026, -0.150942, 1.315010], [-2.697526, -1.378142, 3.486710], [-2.879526, -2.054742, 4.687910], [-4.028626, -1.854542, 5.426310], [-5.006626, -0.985842, 4.968010], [-4.839826, -0.336042, 3.758010], [-3.687926, -0.533142, 3.016310], [0.045474, -1.454542, 3.981310], [0.532274, -2.568242, 4.648710], [1.313774, -2.411542, 5.778910], [1.605974, -1.142142, 6.246910], [1.132574, -0.029042, 5.571210], [0.354574, -0.182242, 4.438310], [-2.120126, -2.739942, 5.039310], [-4.164126, -2.380642, 6.361110], [-5.898426, -0.820042, 5.556110], [-5.609526, 0.323858, 3.385010], [-3.569926, -0.028042, 2.066210], [0.301274, -3.556042, 4.273810], [1.692174, -3.282542, 6.295610], [2.206974, -1.023042, 7.137510], [1.366274, 0.959958, 5.938910], [-0.010026, 0.674558, 3.891210], [2.383774, 2.123958, -1.793690], [3.845774, 1.720858, -2.062590], [4.098674, 1.764158, -3.575090], [4.743074, 2.782358, -1.403090], [4.142674, 0.301158, -1.443290], [3.634174, 0.218758, -0.127390], [5.669874, 0.025858, -1.444490], [6.128974, -1.403642, -1.109090], [5.650874, -1.866442, 0.239810], [6.076574, -1.215842, 1.392710], [5.593374, -1.575042, 2.636110], [4.670974, -2.604242, 2.734210], [4.027074, -3.021142, 4.276910], [4.271274, -3.302442, 1.607810], [4.770674, -2.932242, 0.371510], [3.433174, -0.857542, -2.181090], [2.031474, -0.671642, -2.418190], [1.015974, -0.664242, -1.553090], [-0.116726, -0.465342, -2.215290], [0.272874, -0.370442, -3.511690], [1.567374, -0.487042, -3.655190], [2.288274, 3.206658, -1.762490], [2.037174, 1.728258, -0.841990], [1.724274, 1.773758, -2.580890], [3.844574, 2.758458, -3.937490], [3.478474, 1.049458, -4.109090], [5.144074, 1.582558, -3.819090], [4.472474, 3.764758, -1.784290], [5.795174, 2.624958, -1.627290], [4.605174, 2.800958, -0.323390], [4.044874, 0.897158, 0.417710], [6.114174, 0.686158, -0.698690], [6.083174, 0.287858, -2.419190], [7.223574, -1.388042, -1.112290], [5.808374, -2.102742, -1.880990], [6.799274, -0.414842, 1.317710], [5.919074, -1.057142, 3.525210], [3.566174, -4.114242, 1.690710], [4.468974, -3.494142, -0.501690], [3.546874, -1.731842, -1.537690], [3.893574, -1.030742, -3.151890], [1.104074, -0.765742, -0.489290], [-0.388626, -0.229542, -4.344190], [-6.621226, -5.524042, -4.603490], [-7.033326, -4.475442, -4.132990], [-8.185626, -4.094142, -4.267090], [-6.139926, -3.659742, -3.388090], [-6.593226, -2.459642, -2.842990], [-5.739526, -1.719042, -2.023890], [-4.400326, -2.144342, -1.738090], [-3.709626, -1.560642, -0.841390], [-3.919826, -3.277242, -2.504590], [-4.821026, -4.057042, -3.240290], [-2.596326, -3.669942, -2.531790], [-1.638126, -2.954642, -2.052190], [-2.279126, -4.715842, -3.124790], [-6.187426, -0.467542, -1.563490], [-5.517126, 0.184058, -0.745190], [-7.219226, -0.008342, -2.057490], [-7.599326, -2.118642, -3.027490], [-4.467126, -4.971742, -3.691790], [-1.194926, 7.168858, -1.207590], [-1.369226, 5.694658, -0.998690], [-1.500626, 4.833458, -2.076990], [-1.793126, 3.490858, -1.898390], [-1.997726, 2.598558, -3.082090], [-1.959426, 2.981258, -0.609090], [-2.983926, 1.133658, -0.328090], [-1.749426, 3.824058, 0.486610], [-1.881826, 3.298158, 1.880010], [-1.455826, 5.162358, 0.280010], [-1.089426, 7.400358, -2.263590], [-0.324226, 7.552658, -0.679990], [-2.070726, 7.695758, -0.831390], [-1.415826, 5.226958, -3.081090], [-1.713926, 3.088058, -4.011490], [-3.049226, 2.308658, -3.141190], [-1.415326, 1.683958, -2.962090], [-1.382026, 2.334158, 1.971410], [-2.936326, 3.156558, 2.123710], [-1.459226, 3.995158, 2.600710], [-1.322626, 5.808458, 1.138410]], "atomic_forces_ev_per_a": [[-0.76, 0.05, 0.47], [-0.11, -0.38, -0.14], [0.53, 1.06, -0.19], [0.45, -0.88, 0.84], [0.37, -0.26, -0.24], [-0.04, 0.00, -0.02], [-0.04, -0.08, 0.15], [-0.11, 0.04, 0.06], [-0.14, 0.01, 0.07], [0.09, 0.05, -0.20], [-0.29, -0.44, -0.16], [0.07, 0.01, 0.05], [-0.05, 0.05, 0.19], [0.06, -0.10, 0.14], [0.03, 0.10, 0.06], [0.04, 0.02, 0.01], [0.02, -0.02, 0.04], [-0.02, -0.02, 0.08], [-0.09, 0.00, 0.03], [-0.07, 0.08, -0.04], [0.11, 0.00, 0.07], [-0.05, -0.03, -0.08], [0.04, -0.07, 0.07], [0.07, 0.04, 0.07], [0.03, 0.11, 0.00], [-0.06, 0.10, -0.03], [0.06, -0.01, 0.02], [-0.10, 0.05, 0.05], [0.03, -0.07, 0.24], [-0.06, -0.26, -0.14], [0.22, 0.13, -0.59], [-0.11, -0.06, 0.17], [-0.30, -0.26, 0.00], [-0.06, 0.23, 0.10], [0.08, -0.22, 0.02], [-0.02, -0.09, -0.06], [-0.02, 0.04, -0.01], [0.09, -0.05, -0.19], [0.05, -0.10, 0.15], [-0.03, 0.03, 0.11], [0.15, 0.08, 0.03], [0.75, 0.21, 0.46], [-0.90, -0.05, 0.41], [0.26, 0.04, 0.10], [0.66, 0.06, 0.10], [0.23, 0.02, -0.06], [-0.02, 0.06, -1.03], [0.01, 0.13, -0.02], [-0.08, 0.12, 0.05], [-0.14, -0.02, -0.07], [-0.02, 0.10, -0.08], [-0.06, -0.04, -0.08], [0.11, -0.02, -0.07], [-0.06, 0.07, 0.00], [0.12, 0.00, 0.04], [0.04, 0.09, 0.18], [-0.03, 0.01, 0.09], [0.03, 0.11, -0.07], [0.04, 0.12, 0.00], [-0.04, -0.09, -0.10], [0.05, -0.07, -0.04], [0.06, 0.12, 0.00], [0.00, 0.02, 0.09], [-0.09, -0.06, 0.07], [-0.07, -0.02, -0.11], [0.02, 0.01, -0.21], [-0.05, -0.09, 0.04], [-0.04, -0.11, 0.35], [-0.17, 0.04, -0.01], [0.16, 0.11, 0.09], [-0.93, -0.81, -0.74], [0.09, 0.12, 0.08], [1.24, 0.59, 0.73], [0.49, 0.42, 0.68], [-0.03, -1.81, -1.10], [0.64, 0.17, 0.31], [-0.36, -0.60, -0.24], [-2.01, 0.38, 0.02], [-0.01, 0.15, 0.05], [3.41, -0.80, -0.49], [-1.40, -1.09, -0.70], [-0.59, 1.14, 0.83], [-0.18, 2.63, 1.19], [-1.30, -1.25, -0.73], [0.06, -0.39, -0.07], [0.03, 0.06, 0.02], [-0.06, 0.07, -0.06], [0.01, -0.03, 0.04], [0.05, -0.08, -0.01], [0.04, 0.14, 0.06], [-0.02, -0.22, -0.09], [0.02, 0.04, -0.13], [-0.02, -0.18, -0.13], [-0.02, 1.24, -0.98], [0.03, -0.18, 0.11], [-0.06, 0.06, 0.15], [0.01, 0.08, -0.15], [0.03, 0.07, -0.12], [0.10, 0.06, 0.06], [-0.04, 0.14, 0.02], [0.02, 0.04, -0.15], [0.06, 0.10, -0.08], [0.03, -0.11, -0.05], [-0.11, 0.02, -0.10], [-0.07, -0.03, 0.11], [-0.01, -0.09, 0.13], [0.03, 0.08, 0.08], [0.01, 0.08, 0.10]]}



# 3
{"formula": "CCl2NO2", "method": "ωB97M-V with the def2-TZVPD basis set", "orbital_gap_ha": 0.255, "charge": -1, "multiplicity": 1, "homo_ev": -2.99, "e_lumo_ev": 3.94, "symbols": ["C", "N", "O", "O", "Cl", "Cl"], "positions_angstrom": [[-1.245936, 0.167626, 0.126618], [0.960063, -0.154489, -0.630247], [-1.815003, -0.755615, -0.300905], [-1.062896, 1.224977, 0.579104], [1.270120, -1.660707, 0.255274], [1.893654, 1.178208, -0.029844]], "atomic_forces_ev_per_a": [[0.14, 0.69, -0.70], [-1.03, -0.37, -0.60], [0.01, -0.88, -0.06], [0.02, 0.48, 0.69], [0.44, 0.11, 0.27], [0.42, -0.03, 0.40]]}



# 4
{"formula": "C17H37BCrF4O9", "method": "ωB97M-V with the def2-TZVPD basis set", "orbital_gap_ha": [0.186, 0.220], "charge": -2, "multiplicity": 5, "homo_ev": [-0.62, -1.52], "e_lumo_ev": [4.46, 4.45], "symbols": ["Cr", "C", "C", "C", "O", "H", "H", "H", "H", "H", "H", "H", "C", "C", "C", "O", "H", "H", "H", "H", "H", "H", "H", "C", "C", "C", "O", "H", "H", "H", "H", "H", "H", "H", "B", "F", "F", "F", "F", "C", "C", "O", "C", "O", "O", "C", "H", "H", "H", "H", "H", "H", "H", "H", "C", "C", "O", "C", "O", "O", "C", "H", "H", "H", "H", "H", "H", "H", "H"], "positions_angstrom": [[-0.416257, 0.303066, 1.021804], [-1.302740, 4.404762, 1.818938], [-1.260134, 3.563445, 0.518935], [-0.199456, 4.106824, -0.440633], [-1.097115, 2.262551, 0.771026], [-1.698746, 3.846456, 2.660872], [-1.816460, 5.360925, 1.660736], [-0.254039, 4.650201, 2.059665], [-2.268761, 3.757411, 0.059475], [-0.411618, 5.156069, -0.708928], [-0.180697, 3.479550, -1.322573], [0.768767, 4.139934, 0.067717], [1.848016, -3.083158, -0.259703], [1.554452, -2.398316, 1.092126], [2.839876, -1.701602, 1.587750], [0.507172, -1.583023, 1.076228], [0.962792, -3.667594, -0.535633], [2.678429, -3.798655, -0.236964], [1.969467, -2.340788, -1.060561], [1.424008, -3.284952, 1.769792], [2.682948, -1.299125, 2.583519], [3.136019, -0.954599, 0.840469], [3.654817, -2.445062, 1.558171], [-3.035797, -2.628285, 1.409992], [-3.031379, -1.093009, 1.197963], [-4.463329, -0.548057, 1.203947], [-2.139757, -0.426366, 1.928575], [-3.452948, -2.899396, 2.394126], [-2.013632, -3.003491, 1.335520], [-3.660951, -3.136875, 0.659389], [-2.752473, -1.094327, 0.104437], [-5.081233, -0.992787, 0.417681], [-4.443069, 0.539823, 1.112387], [-4.936415, -0.771962, 2.174319], [0.941465, 1.049171, 4.314702], [-0.144303, 1.623897, 4.993830], [0.729091, 1.011574, 2.901822], [2.089831, 1.868350, 4.559998], [1.183659, -0.257262, 4.776212], [-2.062630, -4.070605, -2.716762], [-1.700939, -2.808443, -1.978836], [-1.386117, -1.811170, -2.963439], [-1.021762, -0.633905, -2.467386], [-0.969459, -0.370687, -1.301885], [-0.741704, 0.197148, -3.465439], [-0.586013, 1.554091, -3.072308], [-2.560404, -4.797906, -2.078313], [-1.208405, -4.534722, -3.215032], [-2.771645, -3.819015, -3.513618], [-0.970960, -2.959209, -1.187977], [-2.583290, -2.394404, -1.476003], [-1.374032, 1.857993, -2.386039], [-0.566276, 2.155021, -3.975915], [0.373577, 1.651923, -2.562492], [3.255891, -1.059252, -2.504017], [2.308758, 0.112651, -2.399784], [2.933135, 1.187580, -1.713464], [2.431125, 1.525481, -0.526151], [1.412028, 1.082101, -0.088141], [3.251273, 2.408214, 0.023969], [2.951523, 2.825680, 1.389744], [4.113893, -0.767002, -3.118842], [2.739356, -1.874500, -3.017610], [3.648725, -1.426141, -1.559120], [1.367123, -0.202196, -1.948639], [2.080155, 0.479701, -3.403379], [1.922615, 3.146944, 1.515264], [3.656802, 3.628738, 1.584554], [3.148175, 2.000585, 2.059963]], "atomic_forces_ev_per_a": [[-0.59, -0.19, 0.84], [1.17, 0.41, -0.38], [-0.96, -0.06, 0.48], [-0.20, 0.94, 0.37], [0.40, -1.27, -0.08], [-0.27, -0.10, -0.11], [-0.14, -0.05, 0.13], [-0.18, -0.01, 0.27], [0.12, 0.00, -0.33], [-0.06, -0.18, -0.19], [0.24, 0.00, -0.20], [0.06, -0.33, -0.19], [-0.78, 0.01, -0.52], [1.02, -0.34, 0.44], [0.26, -0.82, -0.79], [-1.21, 0.67, -0.62], [-0.03, -0.02, 0.04], [0.20, 0.23, 0.03], [0.03, -0.31, 0.41], [-0.18, 0.21, 0.21], [0.11, 0.25, -0.01], [-0.17, 0.36, 0.33], [0.01, 0.13, 0.42], [-0.39, -0.13, 0.63], [0.15, -1.06, -2.19], [-0.17, 0.11, 0.90], [0.72, 0.69, 0.37], [0.20, 0.06, -0.04], [0.04, 0.08, 0.08], [0.02, 0.08, -0.04], [-0.17, 0.45, 0.17], [0.02, 0.01, -0.07], [0.04, -0.03, -0.17], [0.00, 0.04, -0.09], [0.10, 0.03, 0.20], [0.12, -0.16, -0.26], [0.20, 0.22, 0.56], [-0.03, -0.17, -0.18], [0.04, 0.27, -0.03], [-0.18, 0.08, -0.74], [-1.48, 0.09, 0.60], [0.87, -0.25, -0.58], [-0.21, -0.28, 0.51], [0.00, 0.23, -0.16], [-0.32, -0.14, -0.84], [0.54, 0.20, 0.48], [0.18, 0.03, 0.22], [0.09, -0.02, 0.21], [0.00, -0.02, 0.07], [0.51, 0.38, -0.27], [0.09, -0.40, 0.17], [-0.02, 0.02, 0.00], [-0.15, -0.06, -0.12], [-0.22, 0.24, 0.10], [0.59, 0.15, -0.73], [-0.18, -0.62, -0.40], [0.40, 0.21, -0.32], [0.06, 0.08, 0.27], [-0.21, 0.00, 0.49], [-0.19, 0.19, 0.24], [0.20, -0.27, -0.20], [0.01, -0.04, -0.01], [0.10, -0.02, 0.09], [-0.23, 0.16, 0.10], [0.23, 0.28, 0.39], [0.03, 0.00, 0.02], [-0.08, -0.09, -0.13], [-0.08, 0.07, -0.04], [-0.12, -0.19, 0.19]]}